(1)
Density functional theory data (wB97M-V/def2-TZVPD) for a 2-piece molecular cluster, C2H2N2OS2 overall in a non-equilibrium geometry.

XYZ file:
```
9
Properties=species:S:1:pos:R:3
S 0.665 2.137 -1.436
N -1.503 -0.447 0.445
O 0.923 -1.181 -1.453
N -0.740 0.608 0.384
H -1.966 -0.445 1.330
C 1.459 -1.354 -0.448
S 2.160 -1.886 0.812
H -1.149 1.469 0.773
C 0.150 1.098 -0.406
```

## Properties
HOMO energy (alpha / beta), eV: -6.8 / -10.3
Charge: 0
Energy above the lowest of the compared OMol25 structures with the same formula, charge and spin, kcal/mol: 29.38
Spin multiplicity: 3
Molar mass, g/mol: 134.2
DFT total energy, eV: -28799.616
Lowest unoccupied orbital energy (alpha / beta), eV: 0.42 / -1.50
Strongest force on any atom, eV Å⁻¹: 4.89

These are the Mulliken partial charges, in e, on atoms 1 to 2:
1. S -0.324
2. N -0.643

(2)
Density functional theory data (wB97M-V/def2-TZVPD) for a 2-piece molecular cluster, C2H2N2S overall in a non-equilibrium geometry.

XYZ file:
```
7
Properties=species:S:1:pos:R:3
C 0.127 0.315 0.389
H 0.373 1.115 1.100
H -0.203 -1.252 -1.248
S -2.308 3.308 -1.161
N -0.795 3.335 -1.452
C -0.085 -0.399 -0.520
N 0.308 3.135 -1.597
```

## Properties
HOMO energy (alpha / beta), eV: -6.3 / -10.2
Charge: 0
Energy above the lowest of the compared OMol25 structures with the same formula, charge and spin, kcal/mol: 28.95
Spin multiplicity: 3
Molar mass, g/mol: 86.1
DFT total energy, eV: -15914.724
Lowest unoccupied orbital energy (alpha / beta), eV: 0.94 / -3.12
Strongest force on any atom, eV Å⁻¹: 6.91

These are the Mulliken partial charges, in e, on atoms 1 to 2:
1. C -0.364
2. H 0.362

(3)
Density functional theory data (wB97M-V/def2-TZVPD) for one molecule with the formula C2H2N2S3 in a non-equilibrium geometry.

XYZ file:
```
9
Properties=species:S:1:pos:R:3
N -2.034 -0.199 -0.030
S 2.441 -0.287 -0.151
H -2.650 0.372 -0.515
C 0.423 -0.743 0.178
S 0.026 -2.308 0.281
C 2.214 1.301 0.174
H -1.813 -1.123 -0.335
N 1.926 2.381 0.383
S -0.532 0.606 0.015
```

## Properties
HOMO energy, eV: -9.3
SMILES: N#CSC(=S)SN
Charge: 0
Energy above the lowest of the compared OMol25 structures with the same formula, charge and spin, kcal/mol: 46.49
Spin multiplicity: 1
Molar mass, g/mol: 150.3
DFT total energy, eV: -37590.067
Lowest unoccupied orbital energy, eV: -0.88
Strongest force on any atom, eV Å⁻¹: 2.89

These are the Mulliken partial charges, in e, on atoms 1 to 2:
1. N -0.452
2. S -0.135

(4)
Density functional theory data (wB97M-V/def2-TZVPD) for a 2-piece molecular cluster, C2H2N3O overall in a non-equilibrium geometry.

XYZ file:
```
8
Properties=species:S:1:pos:R:3
C 0.443 0.506 1.418
O -1.004 1.960 -1.549
N -0.305 -1.392 -0.576
H 0.338 -1.537 -1.376
H 0.183 -1.615 0.313
C -0.031 0.571 0.086
N 0.957 0.217 2.408
N -0.580 1.289 -0.724
```

## Properties
HOMO energy (alpha / beta), eV: -17.2 / -17.2
Charge: +1
Energy above the lowest of the compared OMol25 structures with the same formula, charge and spin, kcal/mol: 145.83
Spin multiplicity: 1
Molar mass, g/mol: 84.1
DFT total energy, eV: -8608.530
Lowest unoccupied orbital energy (alpha / beta), eV: -9.43 / -9.22
Strongest force on any atom, eV Å⁻¹: 3.00

These are the Mulliken partial charges, in e, on atoms 1 to 2:
1. C 0.265
2. O -0.247

(5)
Density functional theory data (wB97M-V/def2-TZVPD) for an isolated ion of composition C2H2N3OS and charge -1 in a non-equilibrium geometry.

XYZ file:
```
9
Properties=species:S:1:pos:R:3
N -1.854 2.429 -0.147
C 2.610 -0.664 0.162
S 1.494 0.382 0.401
H -0.752 -1.502 0.057
N -0.676 0.343 0.586
O 3.350 -1.585 -0.032
C -1.275 1.512 0.241
N -1.393 -0.662 -0.152
H -1.504 -0.253 -1.117
```

## Properties
HOMO energy, eV: -2.8
Charge: -1
Energy above the lowest of the compared OMol25 structures with the same formula, charge and spin, kcal/mol: 54.94
Spin multiplicity: 1
Molar mass, g/mol: 116.1
DFT total energy, eV: -19458.213
Lowest unoccupied orbital energy, eV: 3.72
Strongest force on any atom, eV Å⁻¹: 3.97

These are the Mulliken partial charges, in e, on atoms 1 to 2:
1. N -0.634
2. C 0.561

(6)
Density functional theory data (wB97M-V/def2-TZVPD) for one molecule with the formula C2H2N4 in a non-equilibrium geometry.

XYZ file:
```
8
Properties=species:S:1:pos:R:3
N -2.955 0.353 -0.141
C 0.361 0.306 -0.178
N -1.880 0.260 0.199
H 2.311 -0.997 0.480
N 0.752 -0.830 -1.082
N -0.764 0.123 0.729
H 0.495 1.319 -0.564
C 1.459 -0.609 -0.065
```

## Properties
HOMO energy, eV: -9.9
Charge: 0
Energy above the lowest of the compared OMol25 structures with the same formula, charge and spin, kcal/mol: 79.24
Spin multiplicity: 1
Molar mass, g/mol: 82.1
DFT total energy, eV: -8062.696
Lowest unoccupied orbital energy, eV: 0.98
Strongest force on any atom, eV Å⁻¹: 1.56

These are the Mulliken partial charges, in e, on atoms 1 to 2:
1. N -0.399
2. C 0.091

(7)
Density functional theory data (wB97M-V/def2-TZVPD) for one molecule with the formula C2H2N4.

XYZ file:
```
8
Properties=species:S:1:pos:R:3
N -1.379 0.339 0.930
C 1.011 -0.492 -0.070
N 0.312 -1.520 0.063
N -1.111 0.879 -0.236
H 0.243 0.779 -1.704
N -1.412 -0.654 1.490
H 2.098 -0.358 0.011
C 0.073 0.468 -0.676
```

## Properties
HOMO energy (alpha / beta), eV: -9.3 / -8.1
Charge: 0
Energy above the lowest of the compared OMol25 structures with the same formula, charge and spin, kcal/mol: 116.47
Spin multiplicity: 1
Molar mass, g/mol: 82.1
DFT total energy, eV: -8061.081
Lowest unoccupied orbital energy (alpha / beta), eV: -0.46 / -0.63
Strongest force on any atom, eV Å⁻¹: 0.89

These are the Mulliken partial charges, in e, on atoms 1 to 2:
1. N 0.329
2. C -0.056

(8)
Density functional theory data (wB97M-V/def2-TZVPD) for one molecule with the formula C2H2N4 in a non-equilibrium geometry.

XYZ file:
```
8
Properties=species:S:1:pos:R:3
N -2.887 0.410 0.244
C -0.591 1.213 -0.235
N 0.533 1.635 -0.426
N 2.403 0.310 0.597
N 1.786 0.553 -0.438
C -1.688 0.572 0.081
H -3.046 -0.514 0.347
H 3.192 -0.385 0.424
```

## Properties
HOMO energy, eV: -8.3
SMILES: [H]/N=N/N=C=C=N
Charge: 0
Energy above the lowest of the compared OMol25 structures with the same formula, charge and spin, kcal/mol: 118.62
Spin multiplicity: 1
Molar mass, g/mol: 82.1
DFT total energy, eV: -8060.988
Lowest unoccupied orbital energy, eV: -0.50
Strongest force on any atom, eV Å⁻¹: 4.41

These are the Mulliken partial charges, in e, on atoms 1 to 2:
1. N -0.479
2. C 0.177

(9)
Density functional theory data (wB97M-V/def2-TZVPD) for one molecule with the formula C2H2N4O in a non-equilibrium geometry.

XYZ file:
```
9
Properties=species:S:1:pos:R:3
C 1.147 0.102 0.003
N -1.638 -0.173 0.330
N -0.904 -1.192 0.000
H -1.554 1.925 0.031
N 0.400 1.225 -0.164
H 0.663 -1.865 -0.253
O 2.400 -0.067 0.273
N 0.411 -0.965 -0.211
C -0.925 1.010 -0.008
```

## Properties
HOMO energy, eV: -10.6
SMILES: O=c1ncnn[nH]1
Charge: 0
Energy above the lowest of the compared OMol25 structures with the same formula, charge and spin, kcal/mol: 24.33
Spin multiplicity: 1
Molar mass, g/mol: 98.1
DFT total energy, eV: -10111.250
Lowest unoccupied orbital energy, eV: -1.33
Strongest force on any atom, eV Å⁻¹: 6.49

These are the Mulliken partial charges, in e, on atoms 1 to 2:
1. C 0.641
2. N -0.285

(10)
Density functional theory data (wB97M-V/def2-TZVPD) for one molecule with the formula C2H2N4O2 in a non-equilibrium geometry.

XYZ file:
```
10
Properties=species:S:1:pos:R:3
N 0.106 2.504 0.200
H -0.761 2.850 0.599
N -0.651 -1.327 -0.370
C 0.636 -0.974 -0.115
O 1.528 -1.956 -0.201
C -0.018 1.251 0.245
O -1.203 0.818 0.471
N -1.526 -0.432 -0.118
H 1.057 -2.655 -0.421
N 1.128 0.291 -0.158
```

## Properties
HOMO energy, eV: -10.0
SMILES: [H]/N=c1/nc(O)nno1
Charge: 0
Energy above the lowest of the compared OMol25 structures with the same formula, charge and spin, kcal/mol: 129.04
Spin multiplicity: 1
Molar mass, g/mol: 114.1
DFT total energy, eV: -12157.152
Lowest unoccupied orbital energy, eV: -1.81
Strongest force on any atom, eV Å⁻¹: 7.02

These are the Mulliken partial charges, in e, on atoms 1 to 2:
1. N -0.619
2. H 0.284